# 1
Entry from OMol25: a 2-piece molecular cluster, C3H10NOS overall (ωB97M-V/def2-TZVPD).

**Total charge**: -1
**HOMO level**: -2.4700 eV
**Energy above the lowest of the compared OMol25 structures with the same formula, charge and spin**: 200.45 kJ/mol
**Max |F|**: 0.59 eV/Å

Cartesian coordinates (Å):
N: 0.32273 2.72017 -0.50080
C: -1.34391 0.87995 -0.59044
H: -0.19400 -3.28242 1.18375
H: -1.94222 1.47462 0.13910
O: -1.58437 -0.44632 -0.52625
C: 0.12286 1.27175 -0.31991
H: 0.69385 -3.20584 -0.32843
H: -1.59604 1.32906 -1.59431
H: 0.19174 2.97994 -1.46659
H: 0.31766 1.03465 0.73121
H: 1.24949 3.01993 -0.22435
S: 1.60138 -1.67631 1.30872
H: -0.45711 -1.87867 0.10961
C: 0.28865 -2.61125 0.48578
H: 1.53103 -2.25395 2.51402
H: 0.79824 0.64468 -0.92110

# 2
Entry from OMol25: C48H76MnO35 as an isolated structure at a distorted geometry (ωB97M-V/def2-TZVPD).

**HOMO level (alpha / beta)**: -7.1768 / -7.3278 eV
**Multiplicity**: 6
**Max |F|**: 5.17 eV/Å

Cartesian coordinates (Å):
O: 13.94258 -17.86037 -8.32399
O: 15.07225 -19.75631 -6.26979
H: 15.08432 -22.67386 0.50366
H: 17.75613 -19.65902 -5.40414
H: 9.63566 -22.67082 -4.08122
C: 14.54072 -20.80821 -0.58213
H: 14.21648 -24.49196 -6.07311
O: 15.55907 -21.27225 -10.14995
H: 9.95095 -18.59170 -1.72667
O: 17.98082 -15.96443 -4.10711
H: 8.77146 -15.88620 -2.28022
H: 7.76418 -20.18870 -3.34829
H: 9.72826 -19.26928 -7.47927
H: 13.40117 -24.07037 -12.51467
C: 7.11503 -20.55030 -4.14575
H: 16.70556 -17.13893 -9.82127
H: 8.94830 -18.45622 -3.16093
O: 16.17777 -14.63524 -3.81861
O: 15.63674 -25.73535 -7.95684
O: 10.87163 -19.12933 -3.54558
C: 13.62982 -13.73044 -6.33270
H: 11.67388 -23.37377 -10.84387
H: 9.47281 -23.11816 -12.52949
H: 9.62716 -22.43621 -8.90787
H: 12.36448 -15.69914 -11.53924
H: 8.65254 -16.17372 -3.94073
H: 14.61471 -23.51684 -13.60896
H: 13.92823 -22.80375 -0.78046
C: 14.05250 -23.22158 -12.72305
O: 6.35245 -18.92452 -7.11498
C: 13.69756 -25.09940 -6.81461
H: 10.94328 -24.71211 -3.82616
O: 12.54690 -21.54078 -6.11674
H: 13.05366 -13.90733 -5.42448
O: 17.34134 -14.42356 -5.75784
H: 12.19688 -14.77335 -7.65984
O: 10.41661 -22.40346 -5.89658
O: 10.63596 -24.26391 -8.50538
H: 16.24555 -21.43429 -6.14855
C: 10.61559 -23.41752 -10.58655
O: 12.07721 -23.51294 -5.04335
C: 10.23676 -18.91668 -8.37660
H: 15.68129 -22.63569 -1.16422
C: 13.26185 -14.71347 -7.43543
C: 17.71768 -18.48010 -8.54917
C: 11.55823 -18.40779 -4.41963
H: 13.97598 -16.03404 -3.56424
H: 8.95561 -20.16486 -9.51525
C: 14.11109 -14.48043 -8.73383
H: 14.60107 -17.40904 -2.71121
H: 16.69913 -19.48902 -3.92690
O: 14.11236 -17.62024 -12.19664
H: 14.94217 -19.68113 -2.39185
O: 11.19354 -17.15423 -4.26015
C: 6.84579 -20.14215 -6.69479
H: 15.06458 -14.06027 -8.41379
H: 10.76894 -25.02555 -5.59998
H: 18.45197 -16.53042 -7.85588
C: 10.29612 -25.28386 -9.38876
C: 15.79584 -26.10733 -9.23522
C: 10.50409 -23.04908 -9.11638
H: 11.29021 -22.32693 -8.89591
O: 13.39315 -20.56975 0.20907
C: 8.53820 -23.93819 -5.55659
O: 17.81320 -18.54444 -10.79768
H: 17.71873 -17.23385 -2.54352
O: 19.84653 -19.35955 -11.10756
H: 14.75209 -26.93532 -6.68235
C: 18.96232 -18.98714 -10.35000
O: 12.13840 -18.83997 -5.39220
C: 9.62893 -22.73410 -11.52141
C: 11.97627 -16.61918 -11.97619
O: 14.71530 -26.70421 -9.70508
H: 15.19119 -21.19196 -4.84644
H: 11.26226 -16.72292 -2.26321
H: 11.92043 -19.61988 -11.24666
C: 15.85008 -20.63938 -5.51623
H: 11.54049 -18.87469 -12.73586
C: 17.53818 -16.18769 -2.79060
H: 7.55322 -20.59517 -7.38936
C: 10.51488 -16.95253 -3.02268
C: 17.26517 -14.92155 -4.62247
H: 8.71607 -24.51463 -6.46444
H: 6.08340 -20.91724 -6.61677
H: 13.30928 -12.76608 -6.72685
H: 13.51175 -22.32557 -13.02778
H: 12.81729 -26.44157 -8.94950
Mn: 13.15827 -19.71494 -7.20758
H: 8.39323 -18.49729 -9.48199
H: 12.86586 -25.48575 -6.22545
H: 11.90833 -16.53817 -13.06105
O: 10.14799 -24.75222 -10.57965
C: 12.61073 -19.55947 -0.36338
C: 17.83725 -17.34505 -7.47300
C: 14.44076 -26.24092 -7.46273
H: 13.28439 -24.45129 -7.58749
H: 8.57892 -19.93426 -5.67643
H: 15.25321 -20.18338 -0.04358
C: 15.92692 -21.95278 -11.34953
H: 13.70328 -21.06709 -2.51609
H: 8.18517 -24.63919 -4.80024
H: 8.60577 -22.66075 -11.15281
H: 18.12113 -15.73786 -1.98690
O: 14.00795 -22.70488 -10.39710
O: 13.46034 -19.59420 -12.82152
C: 9.38636 -15.90755 -3.17997
H: 16.80607 -17.13548 -7.18871
H: 6.07726 -20.28222 -3.94755
C: 14.12400 -20.24249 -1.94065
O: 13.76126 -21.11712 -8.80144
O: 7.35382 -18.37888 -5.22983
O: 14.32635 -15.80138 -9.18876
C: 6.53860 -17.92231 -6.22414
H: 15.25069 -24.07773 -11.11915
O: 10.16829 -26.46344 -9.20074
O: 16.75903 -25.76007 -9.90243
C: 9.28276 -19.12525 -9.53202
O: 11.65962 -18.97639 0.15732
H: 14.65220 -13.77003 -5.95682
O: 18.99711 -18.88117 -8.98700
C: 14.88421 -16.61428 -3.40135
O: 6.10187 -16.75519 -6.36916
C: 10.95548 -24.28018 -4.82686
C: 16.96077 -18.19730 -9.76809
C: 7.53257 -19.75521 -5.42906
H: 9.78065 -14.91989 -3.41906
O: 13.07776 -19.35510 -1.62672
C: 14.54684 -18.80560 -12.75267
C: 12.84783 -17.75927 -11.56898
O: 11.42300 -19.63993 -8.41999
H: 12.90987 -17.82381 -10.48266
H: 13.64138 -13.78536 -9.42978
H: 13.56915 -27.95411 -8.42672
H: 15.51659 -15.18554 -2.00743
C: 9.82758 -23.29592 -4.95329
O: 15.65613 -19.01775 -13.22984
C: 14.86896 -22.32609 -0.50668
C: 11.76887 -22.39311 -5.66840
H: 16.94814 -22.25045 -11.11161
C: 17.03206 -20.13262 -4.74117
H: 7.30369 -21.62357 -4.17030
H: 10.48872 -17.86358 -8.25178
C: 14.86812 -23.11078 -11.44590
H: 10.96837 -16.67008 -11.56431
O: 13.70333 -16.02439 -7.11209
C: 13.88829 -16.63199 -8.24652
H: 17.55104 -20.96276 -4.26196
H: 18.22925 -17.69391 -6.51763
H: 15.87712 -21.24895 -12.18034
H: 17.33509 -19.37497 -8.05832
H: 16.05056 -18.79695 -9.76291
H: 10.00942 -21.71773 -11.62306
H: 7.76491 -23.17606 -5.65294
C: 9.96531 -18.33867 -2.78680
C: 16.01015 -15.65876 -2.85629
H: 15.15660 -17.05971 -4.35816
C: 14.37666 -21.70808 -9.70826
H: 9.76096 -18.99185 -10.50239
C: 13.76277 -26.91142 -8.67854
C: 12.38376 -19.09234 -12.08040

# 3
Entry from OMol25: CH3I3Si as an isolated structure at a distorted geometry (ωB97M-V/def2-TZVPD).

**HOMO level (alpha / beta)**: -8.2664 / -9.4039 eV
**Multiplicity**: 3
**Energy above the lowest of the compared OMol25 structures with the same formula, charge and spin**: 392.78 kJ/mol
**Max |F|**: 3.01 eV/Å

Cartesian coordinates (Å):
I: 2.51531 1.12823 1.17168
H: -2.83932 -0.16537 -0.89409
I: 2.02069 -1.74058 -0.74505
I: -0.48507 1.65331 -1.65366
Si: -1.55701 0.18831 -0.03998
C: 2.84314 -0.89535 0.97949
H: -0.50288 -0.99586 0.02556
H: -1.99487 0.82731 1.15604

# 4
Entry from OMol25: C2H2FN as an isolated structure at a distorted geometry (ωB97M-V/def2-TZVPD).

**HOMO level**: -11.4759 eV
**Energy above the lowest of the compared OMol25 structures with the same formula, charge and spin**: 236.79 kJ/mol
**Max |F|**: 4.09 eV/Å

Cartesian coordinates (Å):
C: 0.56914 0.48315 0.16099
F: -1.87038 1.59065 -0.02119
H: 1.20386 0.26726 0.98454
C: -0.66243 0.38972 -0.51776
H: -1.25390 -0.34815 -1.01196
N: 0.51697 1.06660 -0.96725

# 5
Entry from OMol25: a 2-piece molecular cluster, FIS overall at a distorted geometry (ωB97M-V/def2-TZVPD).

**HOMO level (alpha / beta)**: -8.7664 / -8.7353 eV
**Max |F|**: 2.65 eV/Å

Cartesian coordinates (Å):
F: -1.69872 1.65035 0.69944
S: -0.51743 0.50768 0.30054
I: 2.21614 -2.15803 -0.99998

# 6
Entry from OMol25: a 5-piece molecular cluster, C5H18IN6O5 overall at a distorted geometry (ωB97M-V/def2-TZVPD).

**Total charge**: -1
**HOMO level**: -6.3583 eV
**Energy above the lowest of the compared OMol25 structures with the same formula, charge and spin**: 83.10 kJ/mol
**Max |F|**: 6.81 eV/Å

Cartesian coordinates (Å):
O: -10.75767 9.82667 30.52990
N: -11.87957 11.92880 37.71914
I: -11.93969 13.63884 34.36166
C: -7.73381 12.68571 35.26094
H: -12.81078 10.58909 31.43820
C: -12.92001 12.50413 38.26093
N: -8.27306 13.63298 35.93581
H: -14.30343 14.13365 33.12655
H: -16.59041 15.29688 32.96142
H: -14.54152 13.57003 37.74135
N: -9.89460 11.32889 31.87172
N: -12.01670 10.99172 31.91510
H: -11.96405 11.68862 32.64424
H: -9.27171 13.74605 36.03585
H: -7.65012 14.04339 36.61669
H: -11.19347 11.50774 38.32912
N: -8.65477 12.21251 34.51170
N: -13.71833 13.09302 37.40236
O: -13.09248 12.59896 39.47656
O: -15.15158 13.94726 32.71728
C: -16.22107 14.42076 33.49444
H: -17.01295 13.67948 33.38704
C: -15.84526 14.70419 34.97483
C: -10.85802 10.65671 31.35334
H: -9.62246 12.39436 34.73663
O: -15.04677 15.87664 35.08134
H: -10.21893 12.00060 32.55269
H: -13.31595 13.23665 36.48717
H: -16.86110 14.74807 35.36757
H: -14.13590 15.57805 35.13393
H: -11.68487 12.38307 36.83833
H: -8.50625 11.44927 33.86711
H: -8.91778 11.13373 31.70490
H: -15.39467 13.87472 35.51986
O: -6.56409 12.37838 35.23053